[1]
{"formula": "C18H23N5O2S", "method": "ωB97M-V/def2-TZVPD", "relative_energy_ev": 0.393, "spin_multiplicity": 1, "smiles": "Cc1nc(N)sc1Cc1ccc(C#N)cc1.CNC(=O)[C@H](C)NC(C)=O", "orbital_gap_ha": 0.3080, "e_lumo_ev": 0.227, "species": ["H", "H", "C", "C", "C", "H", "H", "C", "H", "H", "N", "C", "C", "C", "H", "H", "C", "C", "H", "C", "C", "N", "C", "N", "C", "H", "C", "H", "H", "C", "N", "C", "H", "C", "C", "S", "O", "H", "N", "H", "H", "H", "H", "H", "O", "H", "H", "H", "H"], "xyz": [[0.833565, 0.452664, 4.158975], [-2.275918, -0.324801, -3.205901], [0.049114, 0.734716, 3.462733], [1.367424, 4.941332, 2.647128], [-0.564472, -0.250290, 2.678274], [-0.708818, 5.445104, 2.979458], [-1.299255, -4.679837, -3.689130], [-1.950667, 1.437892, 1.645290], [4.815188, 5.734284, 1.544915], [0.721907, 2.697289, 5.116220], [4.743551, 4.796817, 1.927508], [-2.189486, -0.898285, 0.946297], [0.451621, -3.134420, -1.171155], [-2.572244, -1.211373, -3.762705], [-1.269643, -6.558261, -5.132338], [-0.109930, -1.370733, -3.607368], [1.432712, 3.806528, 3.432617], [-0.337406, 2.078537, 3.351562], [1.273230, -3.704867, -0.737348], [-1.344782, 2.418557, 2.436314], [0.570168, -3.153356, -2.701848], [-0.451088, -2.251867, -3.263455], [-1.778002, -2.398858, -3.272627], [-0.419791, -5.173101, -3.800292], [0.664093, -4.589544, -3.275754], [0.499239, -2.110436, -0.801027], [-1.565310, 0.097805, 1.761850], [-0.589817, -7.258928, -3.646234], [-0.123843, 5.697398, 1.322084], [-0.449424, -6.498933, -4.416135], [-2.703411, -1.695084, 0.269652], [0.317082, 3.141465, 4.201189], [-2.392712, -1.065738, -4.825572], [3.501349, 4.508631, 2.405235], [0.143058, 5.768696, 2.380233], [3.065391, 3.184236, 3.458125], [1.752161, -5.154298, -3.284204], [-1.666960, 3.448789, 2.331189], [2.564643, 5.336732, 2.067693], [-0.431630, 3.875453, 4.512197], [-0.492298, -3.585842, -0.861854], [-3.630619, -1.402741, -3.589288], [0.491611, -6.692871, -4.934711], [-2.727795, 1.718090, 0.939043], [-2.362504, -3.412935, -2.921105], [0.350000, 6.815720, 2.618907], [1.535065, -2.702346, -2.933802], [5.523622, 4.431352, 2.461663], [-0.257969, -1.288345, 2.777497]], "forces_ev_per_a": [[-0.116, 0.022, -0.040], [-0.006, 0.192, -0.108], [-0.509, 0.007, -0.538], [0.076, -0.925, 0.592], [0.228, 0.309, 0.165], [0.070, 0.018, -0.055], [-0.008, -0.150, 0.160], [0.198, 0.352, 0.240], [0.089, -0.373, 0.246], [-0.112, -0.004, -0.076], [1.061, -0.899, 0.340], [-0.869, -1.343, -1.143], [-0.002, -0.606, -0.079], [0.054, 0.009, 0.159], [0.031, 0.132, 0.122], [0.067, -0.014, -0.001], [-0.448, 1.271, -0.350], [-0.405, -0.527, -0.033], [-0.009, -0.013, 0.014], [0.033, -0.684, -0.118], [-0.377, 0.138, 0.490], [1.020, 0.023, -0.440], [-1.177, -0.020, 0.161], [-0.927, 0.333, -0.354], [0.620, -0.472, -0.521], [-0.026, 0.003, -0.062], [0.384, 0.452, 0.465], [0.032, -0.128, -0.092], [-0.014, 0.082, 0.086], [0.435, 0.342, 0.361], [0.814, 1.239, 1.026], [0.333, -0.121, -0.237], [-0.010, 0.151, -0.089], [0.102, 1.019, -0.332], [0.209, -0.105, 0.112], [-0.096, 0.592, -0.529], [0.139, 0.375, 0.383], [0.059, -0.076, 0.046], [-1.174, -0.621, 0.606], [0.165, 0.014, -0.089], [0.008, 0.109, 0.039], [0.170, -0.031, -0.048], [-0.083, 0.055, 0.121], [0.116, -0.085, 0.114], [0.103, -0.343, 0.100], [-0.024, -0.092, -0.120], [-0.078, -0.107, -0.282], [-0.066, 0.344, -0.369], [-0.082, 0.159, -0.045]]}

[2]
{"formula": "C8H16FeO4", "method": "ωB97M-V/def2-TZVPD", "spin_multiplicity": 2, "charge": 3, "orbital_gap_ha": [0.2642, 0.3133], "e_lumo_ev": [-16.567, -15.226], "species": ["H", "H", "H", "H", "C", "H", "C", "H", "H", "H", "C", "C", "O", "Fe", "H", "H", "H", "H", "O", "C", "C", "H", "C", "O", "H", "O", "H", "H", "C"], "xyz": [[-0.714368, -3.425909, 0.657385], [0.459562, 2.668335, -1.402565], [-1.296983, 2.959232, -1.508004], [0.336093, -2.481297, 1.742523], [-1.932494, 1.571011, 0.647999], [-1.935385, -1.913224, 2.375410], [-1.618049, 0.895572, 1.929778], [-2.293893, 2.592607, 0.813156], [-0.302836, 1.391877, -3.318096], [-1.255320, -1.975005, -1.617862], [-0.524794, 2.202884, -1.361793], [-0.582270, 1.065293, -2.316228], [0.227093, -1.710417, -0.155161], [0.547398, 0.117985, 0.229037], [0.423262, -1.131597, -3.407413], [-2.373421, -1.471789, 0.717285], [-2.487657, 0.648793, 2.539137], [0.102618, -3.100397, -1.731661], [-0.619096, 1.625111, -0.008446], [0.644037, -1.124919, -2.339933], [-0.171677, -2.059449, -1.530528], [-0.941156, 1.513188, 2.520865], [-1.544775, -1.562562, 1.419785], [0.427438, 0.183281, -1.741569], [1.704391, -1.337714, -2.201044], [-0.852796, -0.283195, 1.563167], [-2.639186, 1.072779, -0.017399], [-1.546378, 0.559641, -2.369908], [-0.424080, -2.419945, 0.964122]], "forces_ev_per_a": [[0.035, 0.069, -0.177], [-0.069, 0.172, 0.076], [-0.075, -0.069, 0.157], [0.076, -0.151, -0.077], [-0.558, 0.545, -0.125], [0.100, 0.192, 0.187], [-0.015, 0.319, 0.443], [0.244, 0.022, -0.072], [0.262, -0.120, -0.043], [-0.032, 0.207, 0.023], [0.099, 0.629, -0.257], [-0.252, 0.147, -0.037], [0.377, 0.672, 0.385], [-3.168, -0.486, -1.307], [-0.139, 0.150, 0.023], [0.028, 0.118, -0.119], [-0.007, -0.187, -0.081], [0.104, 0.025, 0.244], [0.971, -0.576, 0.156], [0.429, -0.131, -0.260], [-0.170, -0.697, -0.210], [-0.067, -0.038, 0.144], [-0.153, -0.094, -0.086], [0.954, 0.080, 0.212], [0.045, 0.029, -0.159], [0.759, 0.200, 0.483], [0.063, -0.202, 0.030], [-0.022, -0.125, 0.114], [0.181, -0.702, 0.336]]}

[3]
{"formula": "C4H5NOS", "method": "ωB97M-V/def2-TZVPD", "relative_energy_ev": 2.926, "spin_multiplicity": 1, "smiles": "O=C1C=NCSC1", "orbital_gap_ha": 0.3284, "e_lumo_ev": 0.170, "species": ["S", "H", "H", "C", "H", "H", "C", "C", "N", "O", "C", "H"], "xyz": [[1.469608, -0.821166, 0.298779], [1.822048, 1.260397, -0.956532], [-0.255663, -2.569773, 0.330551], [-0.142000, -1.700419, -0.192841], [2.006460, 1.365197, 0.826955], [-1.878765, 1.807032, 0.225461], [-1.233348, -0.499663, 0.082756], [-0.986566, 1.279537, 0.093493], [0.218429, 1.717728, 0.198192], [-2.363160, -0.833960, 0.345303], [1.357842, 0.969155, -0.022623], [-0.014887, -1.974068, -1.229499]], "forces_ev_per_a": [[-0.254, -1.224, 0.328], [-0.038, -0.024, -0.269], [-0.612, -1.810, 2.013], [0.940, 5.963, -1.385], [-0.024, -0.775, -1.259], [-1.221, 0.864, 0.197], [-0.976, -0.165, -0.383], [4.849, -4.645, 0.390], [-4.708, 1.053, -1.076], [0.903, 0.502, -0.105], [1.654, -0.043, 2.018], [-0.513, 0.303, -0.470]]}

[4]
{"formula": "C14H9Cl4N2O6SSiV", "method": "ωB97M-V/def2-TZVPD", "relative_energy_ev": 0.970, "spin_multiplicity": 3, "charge": -2, "orbital_gap_ha": [0.1724, 0.2794], "e_lumo_ev": [4.149, 4.149], "species": ["O", "C", "C", "C", "Cl", "H", "H", "Cl", "C", "S", "O", "Si", "N", "Cl", "C", "H", "C", "C", "H", "N", "Cl", "H", "H", "C", "O", "C", "V", "O", "H", "O", "C", "C", "C", "C", "C", "H", "H", "O"], "xyz": [[-3.301812, -1.485730, 0.202531], [-3.133241, 2.194987, -2.370089], [-3.566482, 2.342337, -0.012225], [-1.836267, -3.670056, 4.437542], [2.921444, -1.947253, -3.508089], [-3.494142, 2.237536, -3.389903], [0.768645, 1.916702, -1.286636], [-5.695480, 2.787051, -1.657899], [-4.008389, 2.415364, -1.322401], [2.334942, -0.485075, 0.400196], [0.087629, -2.901277, 6.161902], [1.149967, -1.460269, -2.511868], [-3.750099, -5.064081, 3.793334], [0.647296, -3.268144, -1.452296], [0.117951, 1.526395, -0.506100], [-0.309018, -1.169150, 2.695979], [-0.954796, -2.607329, 4.143263], [-1.023147, -1.949292, 2.898854], [-3.730791, -3.540942, 1.607125], [-0.045356, -2.190244, 5.099709], [-0.226386, -1.449586, -4.122311], [0.440317, 1.915126, 0.455339], [-1.891246, 1.988851, 1.268208], [-2.936031, -3.304622, 2.297095], [-3.639340, -5.663575, 4.836304], [-1.312154, 1.847166, -0.789087], [0.459082, -0.556493, -0.429178], [0.615197, -1.114580, 4.892029], [-1.121416, 1.721064, -2.920196], [-1.137422, -1.018836, 0.074824], [-1.801381, 1.914599, -2.096632], [-2.215964, -1.574557, 0.699101], [-2.805619, -3.982427, 3.498306], [-2.013128, -2.292555, 1.996546], [-2.232364, 2.063098, 0.240563], [-4.265334, 2.493725, 0.801726], [-1.757938, -4.200788, 5.368180], [-4.589927, -5.346439, 2.973054]], "forces_ev_per_a": [[-0.526, -0.011, -0.306], [0.019, 0.004, -0.029], [-0.047, 0.014, 0.036], [-0.163, 0.002, -0.394], [0.051, 0.131, 0.058], [0.029, -0.013, 0.005], [0.085, 0.066, -0.041], [0.144, -0.032, 0.030], [0.032, -0.008, 0.032], [-0.041, -0.253, -0.174], [-0.037, 0.450, -0.390], [-0.133, -0.620, -0.461], [0.447, 0.067, -0.061], [0.088, -0.173, -0.352], [-0.451, -0.170, -0.320], [0.100, 0.089, -0.033], [0.045, -0.080, 0.373], [-0.251, -0.005, -0.248], [0.049, -0.006, 0.005], [0.234, -0.004, 0.230], [0.080, 0.009, -0.058], [-0.004, 0.067, 0.122], [-0.036, 0.017, -0.023], [-0.208, 0.035, -0.307], [0.215, -0.290, 0.964], [0.268, -0.013, -0.006], [1.945, 1.741, 0.465], [-0.236, -0.575, 0.165], [-0.032, 0.018, 0.005], [-2.588, -1.278, 1.557], [-0.020, -0.027, -0.075], [0.854, 0.450, -0.445], [0.446, 0.419, 0.175], [0.250, -0.040, 0.170], [-0.039, -0.019, 0.086], [0.049, -0.012, -0.027], [0.052, 0.009, 0.093], [-0.671, 0.041, -0.819]]}

[5]
{"formula": "C3H7N5", "method": "ωB97M-V/def2-TZVPD", "relative_energy_ev": 8.051, "spin_multiplicity": 1, "orbital_gap_ha": 0.3341, "e_lumo_ev": 0.460, "species": ["C", "N", "N", "H", "H", "H", "N", "C", "N", "H", "H", "H", "H", "C", "N"], "xyz": [[1.848197, 1.389049, 0.834190], [0.662120, 1.690738, 1.502479], [-0.441022, 1.204159, 0.774802], [-2.421923, -1.692808, 0.700089], [1.206386, -1.286028, -1.259688], [-1.321159, 1.760899, 0.701812], [-0.054466, 0.780362, -0.502898], [1.301165, 0.340306, -0.145601], [2.030831, -0.539295, -0.735616], [-1.471408, -2.392276, -1.178831], [-0.284723, -1.672232, 0.469131], [2.870067, 1.636008, 1.397281], [-1.667187, 0.388713, -1.301240], [-1.339678, -1.437258, -0.225631], [-0.917200, -0.170335, -1.030280]], "forces_ev_per_a": [[-4.712, -0.581, 2.767], [1.861, 0.435, -2.547], [-0.202, 1.133, 1.816], [3.251, 1.634, -3.082], [3.138, 2.873, 1.397], [1.506, 0.043, 0.788], [2.238, -1.355, 2.024], [3.237, 0.760, -2.939], [-4.359, -2.384, -0.543], [0.412, 3.084, 3.299], [-3.357, 0.359, -2.098], [-2.536, -0.985, -1.724], [-1.800, 0.458, -0.993], [1.370, -3.097, 0.686], [-0.047, -2.376, 1.149]]}